Entry 1:
Entry from the Open Molecules 2025 dataset: a molecular structure, C9H21HgN4O3 in a non-equilibrium geometry (ωB97M-V/def2-TZVPD).

Geometry (Å):
C1 -1.17 -0.21 2.01
Hg1 0.07 0.43 0.21
N1 1.46 0.06 -1.76
N2 -1.83 -1.72 -1.18
H1 2.22 -0.59 -1.52
H2 -1.75 0.34 0.32
H3 -0.96 0.59 2.76
H4 -0.71 -1.19 2.29
H5 -2.26 -0.34 1.85
H6 -1.06 -2.38 -1.41
H7 -2.48 -1.63 -1.98
H8 -2.36 -2.14 -0.41
H9 0.90 -0.31 -2.52
H10 1.91 0.92 -2.10
C2 5.26 1.24 -0.23
C3 5.41 0.20 0.86
C4 4.28 0.32 1.90
C5 4.40 -0.78 3.01
C6 4.72 -2.18 2.54
C7 4.26 1.71 2.58
O1 5.23 2.11 3.20
N3 3.11 2.48 2.49
C8 1.93 2.20 1.78
O2 0.92 2.89 1.87
N4 2.04 1.07 0.98
C9 2.98 0.12 1.05
O3 2.86 -0.91 0.34
H11 4.41 0.98 -0.87
H12 6.14 1.27 -0.86
H13 5.07 2.23 0.18
H14 5.33 -0.80 0.41
H15 6.39 0.25 1.37
H16 5.19 -0.45 3.69
H17 3.48 -0.76 3.60
H18 5.76 -2.25 2.18
H19 4.63 -2.89 3.38
H20 4.03 -2.48 1.74
H21 3.09 3.30 3.10

Properties
- Strongest force on any atom: 3.12 eV Å⁻¹
- HOMO level: -0.82 eV
- Total charge: -1
- LUMO: 3.02 eV
- Electronic energy: -953.646479 Ha
- Energy above the lowest of the compared OMol25 structures with the same formula, charge and spin: 0.0 kJ/mol

Atomic partial charges in e from the Mulliken method, atoms 1 to 6: C -1.814; Hg 0.492; N -0.821; N -0.714; H 0.240; H -0.033

=====

Entry 2:
Entry from the Open Molecules 2025 dataset: C20H26FN5O4S in the gas phase in a non-equilibrium geometry (ωB97M-V/def2-TZVPD).

Geometry (Å):
C1 4.83 -1.31 2.35
N1 3.78 -2.08 2.97
C2 3.26 -1.39 4.14
H1 2.36 -1.90 4.50
H2 3.00 -0.38 3.86
H3 4.00 -1.35 4.96
C3 4.21 -3.43 3.26
H4 4.90 -3.47 4.12
C4 3.04 -4.38 3.54
N2 2.14 -4.47 2.42
S1 0.52 -4.15 2.61
O1 0.32 -3.63 3.93
O2 -0.24 -5.28 2.19
C5 0.23 -2.83 1.44
C6 1.08 -1.76 1.37
C7 0.79 -0.71 0.48
C8 -0.39 -0.70 -0.30
N3 -0.80 0.37 -1.01
C9 -1.80 0.25 -2.05
H5 -2.82 0.23 -1.62
C10 -1.69 1.43 -3.01
N4 -1.99 2.65 -2.31
C11 -2.48 3.77 -2.95
C12 -3.05 4.82 -2.23
C13 -3.55 5.94 -2.86
C14 -3.49 6.01 -4.24
C15 -2.94 4.99 -4.99
C16 -2.43 3.88 -4.35
H6 -1.98 3.11 -4.95
H7 -2.90 5.08 -6.07
F1 -3.99 7.11 -4.87
H8 -3.99 6.74 -2.30
H9 -3.12 4.76 -1.15
C17 -1.60 2.67 -0.92
H10 -1.29 3.68 -0.64
C18 -0.42 1.73 -0.69
H11 -0.14 1.79 0.37
H12 0.44 2.06 -1.29
H13 -2.44 2.38 -0.27
H14 -0.69 1.44 -3.46
H15 -2.42 1.29 -3.82
H16 -1.64 -0.67 -2.60
C19 -1.19 -1.87 -0.25
C20 -0.88 -2.91 0.61
H17 -1.50 -3.79 0.66
H18 -2.07 -1.94 -0.85
N5 1.83 0.26 0.31
O3 2.02 0.68 -0.82
O4 2.49 0.57 1.28
H19 1.99 -1.74 1.94
H20 2.31 -5.21 1.77
H21 2.45 -4.02 4.38
H22 3.44 -5.37 3.81
H23 4.75 -3.80 2.38
H24 5.16 -1.81 1.44
H25 4.44 -0.33 2.08
H26 5.70 -1.17 3.01

Properties
- Strongest force on any atom: 1.40 eV Å⁻¹
- HOMO level: -7.85 eV
- Total charge: 0
- SMILES: CN(C)CCNS(=O)(=O)c1ccc(N2CCN(c3ccc(F)cc3)CC2)c([N+](=O)[O-])c1
- LUMO: -0.39 eV
- Electronic energy: -1850.379934 Ha
- Energy above the lowest of the compared OMol25 structures with the same formula, charge and spin: 0.0 kJ/mol

Atomic partial charges in e from the Mulliken method, atoms 1 to 6: C -1.194; N 0.358; C -1.239; H 0.341; H 0.344; H 0.363

=====

Entry 3:
Entry from the Open Molecules 2025 dataset: C6H10S2 in the gas phase in a non-equilibrium geometry (ωB97M-V/def2-TZVPD).

Geometry (Å):
C1 -0.20 1.60 1.05
C2 0.30 0.75 -0.09
C3 0.90 -0.68 0.43
C4 -0.15 -1.84 -0.11
C5 -1.28 -0.92 -0.26
C6 -0.72 0.26 -1.05
H1 -1.08 1.09 1.43
H2 0.54 1.66 1.87
H3 -0.54 2.61 0.76
H4 1.85 0.93 -1.87
H5 1.94 -0.91 0.21
H6 0.92 -0.73 1.54
H7 -0.17 -2.70 0.56
H8 0.23 -2.23 -1.06
H9 -1.57 -0.47 0.72
H10 -0.17 -0.10 -1.88
S1 1.63 1.76 -0.84
S2 -2.44 -0.07 -1.41

Properties
- Strongest force on any atom: 2.67 eV Å⁻¹
- HOMO level: -8.90 eV
- Total charge: 0
- SMILES: C[C@@]1(S)CC[C@@H]2S[C@H]21
- LUMO: 0.80 eV
- Electronic energy: -1030.880535 Ha
- Energy above the lowest of the compared OMol25 structures with the same formula, charge and spin: 255.9 kJ/mol

Atomic partial charges in e from the Mulliken method, atoms 1 to 6: C -1.628; C 0.921; C -0.717; C -0.711; C 0.013; C -0.432

=====

Entry 4:
Entry from the Open Molecules 2025 dataset: a molecular structure, C44H53N4O3PRe in a non-equilibrium geometry (ωB97M-V/def2-TZVPD).

Geometry (Å):
Re1 -0.42 -0.59 0.08
C1 0.80 6.44 -1.06
O1 1.35 5.26 -0.49
C2 2.62 5.07 -0.21
C3 3.68 5.94 -0.50
C4 4.98 5.51 -0.31
C5 5.28 4.31 0.25
C6 4.23 3.49 0.69
C7 2.94 3.84 0.44
N1 1.84 3.05 0.83
C8 1.48 1.81 0.29
N2 2.47 1.10 -0.30
C9 2.28 0.00 -1.13
C10 1.05 -0.61 -1.37
C11 1.00 -1.52 -2.40
C12 2.14 -1.91 -3.08
C13 3.38 -1.43 -2.72
C14 3.47 -0.47 -1.76
O2 4.57 0.22 -1.35
C15 5.84 -0.05 -1.90
N3 0.26 1.33 0.39
C16 -0.78 2.21 0.80
C17 -0.98 2.41 2.17
C18 -1.91 3.44 2.56
C19 -2.52 4.19 1.62
C20 -2.30 3.99 0.26
C21 -1.41 2.99 -0.14
O3 -1.14 2.78 -1.42
C22 -1.62 3.54 -2.50
H1 -0.29 6.25 -0.98
H2 1.20 6.59 -2.02
H3 1.00 7.34 -0.48
H4 3.44 6.97 -0.81
H5 5.72 6.23 -0.57
H6 6.31 3.95 0.43
H7 4.33 2.48 1.12
H8 1.07 3.59 1.21
H9 3.38 1.50 -0.34
H10 0.11 -1.91 -2.81
H11 2.15 -2.69 -3.85
H12 4.21 -1.83 -3.24
H13 6.52 0.70 -1.45
H14 5.99 -0.05 -2.95
H15 6.19 -0.98 -1.48
H16 -0.39 1.84 2.87
H17 -2.18 3.47 3.60
H18 -3.21 4.97 1.94
H19 -2.79 4.66 -0.47
H20 -1.26 3.16 -3.42
H21 -1.34 4.56 -2.28
H22 -2.73 3.53 -2.50
C23 -3.48 -0.20 2.29
C24 -4.01 -0.30 0.89
C25 -5.43 -0.94 0.83
P1 -2.81 -1.20 -0.27
C26 -3.61 -1.10 -1.90
C27 -3.12 -2.04 -2.95
C28 -3.41 0.39 -2.34
C29 -2.79 -2.93 0.33
C30 -3.80 -3.88 0.33
C31 -3.68 -5.09 1.05
C32 -4.88 -6.09 0.95
C33 -2.63 -5.18 1.92
C34 -1.51 -4.29 1.91
C35 -1.62 -3.18 1.11
N4 -0.58 -2.24 1.04
C36 0.78 -2.55 1.29
C37 1.40 -3.53 0.53
C38 0.66 -4.31 -0.38
C39 2.78 -3.59 0.57
C40 3.50 -2.67 1.34
C41 5.01 -2.65 1.30
C42 2.90 -1.72 2.13
C43 1.51 -1.64 2.12
C44 0.88 -0.53 2.97
H23 -4.09 0.38 2.94
H24 -2.56 0.40 2.27
H25 -3.21 -1.13 2.80
H26 -4.04 0.75 0.53
H27 -5.46 -2.00 1.03
H28 -5.87 -0.76 -0.12
H29 -6.04 -0.40 1.51
H30 -4.64 -1.36 -1.77
H31 -3.18 -3.13 -2.62
H32 -2.11 -1.90 -3.18
H33 -3.76 -2.01 -3.83
H34 -2.37 0.52 -2.63
H35 -3.64 1.11 -1.55
H36 -4.02 0.57 -3.26
H37 -4.68 -3.71 -0.22
H38 -5.69 -5.44 0.63
H39 -5.03 -6.46 1.95
H40 -4.73 -6.90 0.21
H41 -2.52 -5.97 2.61
H42 -0.60 -4.54 2.53
H43 -0.18 -3.69 -0.88
H44 0.11 -5.09 0.10
H45 1.09 -4.68 -1.29
H46 3.31 -4.26 -0.15
H47 5.51 -3.58 1.09
H48 5.37 -2.27 2.25
H49 5.35 -1.97 0.53
H50 3.38 -0.86 2.55
H51 1.06 0.40 2.48
H52 1.41 -0.55 3.96
H53 -0.18 -0.70 3.23

Properties
- Strongest force on any atom: 4.72 eV Å⁻¹
- HOMO level (spin up / spin down): -12.74 / -12.87 eV
- Total charge: +2
- Spin multiplicity: 4
- LUMO (spin up / spin down): -5.80 / -6.68 eV
- Electronic energy: -2572.247960 Ha
- Energy above the lowest of the compared OMol25 structures with the same formula, charge and spin: 139.8 kJ/mol

Atomic partial charges in e from the Mulliken method, atoms 1 to 6: Re 0.297; C -0.951; O -0.161; C 0.075; C -0.555; C -0.587

=====

Entry 5:
Entry from the Open Molecules 2025 dataset: a molecular structure, C21H23BrNO6Ti (ωB97M-V/def2-TZVPD).

Geometry (Å):
Ti1 1.58 -2.23 0.86
O1 2.52 -3.75 6.69
C1 2.28 -3.47 5.42
C2 1.16 -3.97 4.72
C3 1.01 -3.59 3.41
N1 1.87 -2.76 2.83
C4 2.97 -2.34 3.46
C5 3.22 -2.65 4.76
C6 3.87 -1.61 2.48
O2 4.93 -1.14 2.73
O3 3.29 -1.63 1.26
C7 0.01 -4.09 2.40
O4 -0.87 -4.85 2.63
O5 0.29 -3.55 1.20
H1 1.85 -4.33 7.08
H2 0.46 -4.65 5.17
H3 4.12 -2.32 5.27
C8 -1.95 0.68 -5.06
C9 -1.13 1.70 -4.26
C10 0.11 2.12 -5.06
C11 -1.99 2.94 -4.02
C12 -0.69 1.06 -2.94
C13 0.11 -0.09 -2.98
C14 0.50 -0.64 -1.80
Br1 1.61 -2.22 -1.79
C15 0.15 -0.12 -0.55
O6 0.65 -0.79 0.54
C16 -0.64 1.01 -0.47
C17 -1.04 1.56 -1.70
C18 -1.12 1.71 0.81
C19 -0.58 3.14 0.82
C20 -0.67 1.04 2.11
C21 -2.66 1.73 0.81
H4 -2.27 1.13 -6.00
H5 -2.84 0.37 -4.51
H6 -1.37 -0.20 -5.31
H7 -0.19 2.58 -6.00
H8 0.75 1.26 -5.30
H9 0.71 2.84 -4.50
H10 -2.28 3.36 -4.99
H11 -1.45 3.72 -3.48
H12 -2.91 2.70 -3.48
H13 0.41 -0.53 -3.93
H14 -1.65 2.45 -1.66
H15 0.52 3.15 0.81
H16 -0.91 3.66 1.72
H17 -0.92 3.71 -0.04
H18 0.42 1.03 2.21
H19 -1.05 0.02 2.20
H20 -1.07 1.61 2.95
H21 -3.06 2.27 -0.05
H22 -3.01 2.23 1.71
H23 -3.06 0.72 0.80

Properties
- Strongest force on any atom: 0.12 eV Å⁻¹
- HOMO level: -12.01 eV
- Total charge: +1
- LUMO: -4.79 eV
- Electronic energy: -4743.655580 Ha
- Energy above the lowest of the compared OMol25 structures with the same formula, charge and spin: 0.0 kJ/mol

Atomic partial charges in e from the Mulliken method, atoms 1 to 6: Ti 1.250; O -0.479; C 1.043; C -0.517; C -0.103; N 0.085

=====

Entry 6:
Entry from the Open Molecules 2025 dataset: 2 unconnected molecules or ions with the total composition C4H10O2S in a non-equilibrium geometry (ωB97M-V/def2-TZVPD).

Geometry (Å):
O1 -0.58 -2.71 0.78
C1 -0.23 -1.88 1.63
C2 0.57 -0.59 1.25
C3 0.58 -0.39 -0.27
C4 1.45 0.81 -0.36
S1 1.21 1.46 -2.10
H1 -0.37 -2.12 2.72
H2 -0.11 0.10 1.82
H3 1.56 -0.85 1.58
H4 -0.46 -0.39 -0.60
H5 1.10 -1.19 -0.80
H6 1.12 1.62 0.32
H7 2.55 0.71 -0.24
H8 -0.02 1.60 -1.89
H9 -2.79 0.62 -0.72
H10 -2.97 2.06 -1.48
O2 -2.59 1.14 -1.63

Properties
- Strongest force on any atom: 4.50 eV Å⁻¹
- HOMO level: -8.77 eV
- Total charge: 0
- SMILES: O=CCCCS.O
- LUMO: 0.34 eV
- Electronic energy: -707.007314 Ha
- Energy above the lowest of the compared OMol25 structures with the same formula, charge and spin: 226.0 kJ/mol

Atomic partial charges in e from the Mulliken method, atoms 1 to 6: O -0.483; C -0.066; C -0.609; C -0.310; C -0.698; S -0.192

=====

Entry 7:
Entry from the Open Molecules 2025 dataset: 6 unconnected molecules or ions with the total composition C41H52N5O3Si in a non-equilibrium geometry (ωB97M-V/def2-TZVPD).

Geometry (Å):
C1 4.24 -1.56 1.73
N1 4.83 -0.24 1.77
C2 5.15 0.25 0.42
C3 4.13 0.69 2.58
O1 4.67 1.57 3.17
C4 2.60 0.52 2.75
C5 1.85 0.71 1.49
N2 2.14 1.64 0.58
N3 1.26 1.53 -0.38
N4 0.41 0.58 -0.11
Si1 -1.00 0.26 -1.32
C6 -0.36 0.97 -2.91
C7 -2.49 1.20 -0.76
C8 -1.27 -1.58 -1.51
N5 0.78 0.03 1.07
C9 0.12 -1.08 1.73
C10 -1.30 -0.77 2.25
C11 -2.34 -1.71 1.72
O2 -3.29 -1.37 1.07
O3 -2.16 -3.01 2.11
H1 3.82 -1.86 2.69
H2 5.03 -2.28 1.52
H3 3.49 -1.68 0.94
H4 4.38 -0.01 -0.31
H5 5.28 1.33 0.44
H6 6.08 -0.20 0.09
H7 2.36 -0.42 3.22
H8 2.30 1.31 3.44
H9 -0.39 2.05 -2.84
H10 0.66 0.68 -3.12
H11 -1.02 0.65 -3.71
H12 -2.55 2.13 -1.33
H13 -3.37 0.59 -0.91
H14 -2.45 1.49 0.29
H15 -0.43 -2.15 -1.12
H16 -1.30 -1.82 -2.57
H17 -2.16 -1.93 -1.02
H18 0.10 -1.94 1.07
H19 0.75 -1.36 2.56
H20 -1.32 -0.86 3.34
H21 -1.60 0.25 2.02
H22 -1.68 -3.50 1.44
C12 -6.23 3.53 2.32
C13 -5.71 2.24 2.30
C14 -5.65 1.53 1.11
C15 -6.10 2.11 -0.07
C16 -6.61 3.40 -0.05
C17 -6.68 4.11 1.14
H23 -6.28 4.08 3.25
H24 -5.36 1.79 3.22
H25 -5.25 0.52 1.09
H26 -6.05 1.57 -1.00
H27 -6.96 3.86 -0.97
H28 -7.08 5.12 1.15
C18 2.59 -3.86 -1.26
C19 2.78 -2.68 -1.96
C20 3.57 -2.66 -3.10
C21 4.17 -3.84 -3.54
C22 3.98 -5.02 -2.84
C23 3.19 -5.03 -1.69
H29 1.97 -3.87 -0.37
H30 2.31 -1.76 -1.62
H31 3.73 -1.74 -3.65
H32 4.79 -3.83 -4.43
H33 4.44 -5.93 -3.18
H34 3.04 -5.95 -1.14
C24 8.06 -1.05 -2.65
C25 8.99 -1.64 -1.81
C26 10.20 -1.01 -1.56
C27 10.47 0.22 -2.14
C28 9.54 0.82 -2.97
C29 8.33 0.18 -3.23
H35 7.11 -1.54 -2.85
H36 8.78 -2.60 -1.36
H37 10.93 -1.48 -0.91
H38 11.41 0.72 -1.94
H39 9.75 1.78 -3.42
H40 7.60 0.65 -3.88
C30 -3.81 -2.42 5.11
C31 -3.93 -2.82 6.44
C32 -4.85 -2.20 7.27
C33 -5.65 -1.18 6.78
C34 -5.53 -0.78 5.45
C35 -4.61 -1.40 4.62
H41 -3.09 -2.90 4.47
H42 -3.31 -3.62 6.82
H43 -4.95 -2.51 8.30
H44 -6.37 -0.70 7.42
H45 -6.16 0.02 5.07
H46 -4.52 -1.08 3.59
C36 -5.26 5.31 -4.57
C37 -4.81 4.46 -5.57
C38 -4.13 3.30 -5.25
C39 -3.90 2.98 -3.92
C40 -4.34 3.83 -2.91
C41 -5.02 5.00 -3.24
H47 -5.79 6.22 -4.83
H48 -5.00 4.71 -6.61
H49 -3.79 2.64 -6.03
H50 -3.37 2.07 -3.66
H51 -4.17 3.59 -1.87
H52 -5.37 5.66 -2.46

Properties
- Strongest force on any atom: 1.61 eV Å⁻¹
- HOMO level: -10.99 eV
- Total charge: +1
- LUMO: -3.86 eV
- Electronic energy: -2382.253234 Ha
- Energy above the lowest of the compared OMol25 structures with the same formula, charge and spin: 0.0 kJ/mol

Atomic partial charges in e from the Mulliken method, atoms 1 to 6: C -0.933; N 0.051; C -0.820; C 0.178; O -0.501; C -0.392

=====

Entry 8:
Entry from the Open Molecules 2025 dataset: 2 unconnected molecules or ions with the total composition C4H12NO3 in a non-equilibrium geometry (ωB97M-V/def2-TZVPD).

Geometry (Å):
O1 -0.28 2.40 1.14
C1 0.77 2.71 0.34
C2 1.05 1.38 -0.43
N1 0.15 0.28 0.20
C3 0.76 -1.09 0.03
C4 0.02 -2.19 0.86
O2 1.19 3.83 0.24
H1 -0.48 2.94 1.92
H2 2.12 1.02 -0.32
H3 0.78 1.44 -1.53
H4 -0.75 0.26 -0.34
H5 -0.19 0.54 1.12
H6 0.57 -1.30 -1.01
H7 1.97 -1.11 0.12
H8 -0.57 -1.70 1.58
H9 -0.60 -2.73 0.22
H10 0.74 -2.89 1.33
H11 -2.98 -0.71 -1.79
H12 -2.07 -1.87 -2.16
O3 -2.18 -1.21 -1.52

Properties
- Strongest force on any atom: 4.79 eV Å⁻¹
- HOMO level (spin up / spin down): -18.70 / -18.70 eV
- Total charge: +2
- Spin multiplicity: 2
- LUMO (spin up / spin down): -9.93 / -15.02 eV
- Electronic energy: -439.267396 Ha
- Energy above the lowest of the compared OMol25 structures with the same formula, charge and spin: 224.6 kJ/mol

Atomic partial charges in e from the Mulliken method, atoms 1 to 6: O -0.345; C 0.568; C -0.339; N -0.293; C -0.425; C -1.042